1.
Formula: C47H43N3O4S3SiTc
Source: the OMol25 dataset
Level of theory: the ωB97M-V functional and the def2-TZVPD basis

Element x y z (Å)
Tc  -0.461  0.086  -0.078
O  1.834  -2.442  3.971
C  2.049  -3.330  2.986
C  2.830  -4.448  3.255
C  3.015  -5.429  2.298
C  2.424  -5.314  1.049
C  1.712  -4.176  0.741
C  1.525  -3.168  1.688
C  0.757  -1.986  1.331
O  0.569  -1.682  0.082
N  0.178  -1.295  2.304
N  -0.572  -0.305  1.824
C  -1.469  0.344  2.565
C  -2.151  1.351  1.880
C  -3.101  2.209  2.476
C  -3.697  3.186  1.732
C  -3.314  3.342  0.386
C  -2.372  2.492  -0.141
N  -1.811  1.487  0.539
H  1.228  -1.747  3.625
H  3.274  -4.532  4.234
H  3.616  -6.295  2.532
H  2.520  -6.104  0.321
H  1.282  -4.042  -0.243
H  -1.632  0.085  3.600
H  -3.332  2.072  3.522
H  -4.430  3.848  2.165
H  -3.740  4.122  -0.225
H  -2.023  2.632  -1.158
O  -0.183  0.324  -2.260
S  -0.218  -0.298  -3.604
C  -0.737  -2.064  -3.341
C  -2.222  -2.253  -3.091
C  -2.544  -3.630  -2.500
C  -2.250  -3.729  -1.011
S  -3.285  -2.490  -0.091
O  -2.444  -1.259  -0.052
C  -3.190  -3.305  1.521
C  -1.973  -3.654  2.084
C  -1.937  -4.259  3.326
C  -3.120  -4.545  3.990
C  -4.340  -4.216  3.413
C  -4.379  -3.587  2.183
C  -1.745  0.395  -4.298
C  -2.681  0.907  -3.415
C  -3.754  1.634  -3.897
C  -3.876  1.857  -5.260
C  -2.946  1.326  -6.141
C  -1.872  0.593  -5.663
H  -0.148  -2.367  -2.473
H  -0.396  -2.612  -4.219
H  -2.771  -2.125  -4.027
H  -2.564  -1.488  -2.393
H  -1.983  -4.400  -3.038
H  -3.608  -3.829  -2.645
H  -1.210  -3.515  -0.775
H  -2.514  -4.715  -0.637
H  -1.050  -3.438  1.574
H  -0.983  -4.511  3.765
H  -3.095  -5.022  4.958
H  -5.261  -4.456  3.926
H  -5.322  -3.317  1.730
H  -2.554  0.762  -2.353
H  -4.478  2.035  -3.205
H  -4.687  2.463  -5.635
H  -3.050  1.499  -7.201
H  -1.130  0.194  -6.338
S  1.321  1.670  -0.063
C  4.171  -3.650  -1.255
C  4.571  -3.160  -0.024
C  4.258  -1.860  0.332
C  3.545  -1.029  -0.528
C  3.134  -1.545  -1.754
C  3.436  -2.845  -2.112
Si  3.279  0.816  -0.143
C  4.011  1.103  1.580
C  5.383  1.199  1.794
C  5.902  1.255  3.075
C  5.056  1.222  4.170
C  3.688  1.152  3.973
C  3.175  1.094  2.691
C  4.144  1.674  -1.600
C  5.296  1.123  -2.152
C  5.845  1.631  -3.316
C  5.254  2.711  -3.950
C  4.127  3.292  -3.396
C  3.583  2.778  -2.232
H  4.434  -4.655  -1.551
H  5.118  -3.796  0.660
H  4.599  -1.479  1.284
H  2.591  -0.905  -2.440
H  3.108  -3.233  -3.069
H  6.051  1.223  0.946
H  6.971  1.314  3.230
H  5.458  1.255  5.173
H  3.022  1.129  4.823
H  2.105  1.040  2.542
H  5.762  0.272  -1.678
H  6.722  1.173  -3.751
H  5.666  3.092  -4.876
H  3.659  4.132  -3.889
H  2.693  3.221  -1.813

Values from the calculation:
**Molar mass**: 936.165 g/mol
**HOMO (alpha / beta)**: -5.29 / -6.72 eV
**Total charge**: 0
**Multiplicity**: 4
**Expectation value of S²**: 3.79
**E**: -104679.952 eV
**Lowest unoccupied orbital energy (alpha / beta)**: 0.1 / -0.1 eV

=====

2.
Formula: C4H12N2O
Source: the OMol25 dataset
Level of theory: the ωB97M-V functional and the def2-TZVPD basis

Element x y z (Å)
N  -1.441  -1.646  -0.561
C  -2.053  -0.261  -0.426
C  -1.409  0.512  0.723
C  0.078  0.854  0.474
N  1.201  -0.055  0.546
C  2.340  0.218  -0.313
O  3.485  -0.337  0.263
H  -1.931  -2.352  -0.022
H  -1.351  -1.976  -1.561
H  -3.234  -0.125  -0.283
H  -1.899  0.405  -1.372
H  -1.569  -0.020  1.678
H  -1.955  1.500  0.797
H  -0.026  1.243  -0.552
H  0.444  1.656  1.060
H  0.864  -1.047  0.531
H  2.188  -0.218  -1.438
H  2.412  1.340  -0.387
H  3.855  0.308  0.842

Values from the calculation:
**Molar mass**: 104.153 g/mol
**HOMO**: -8.27 eV
**Total charge**: 0
**E**: -9368.681 eV
**Lowest unoccupied orbital energy**: 1.0 eV

=====

3.
Formula: C19H32N2O4
Source: the OMol25 dataset
Level of theory: the ωB97M-V functional and the def2-TZVPD basis

Element x y z (Å)
C  1.534  2.500  3.392
C  1.046  2.484  1.933
O  -0.346  2.206  1.817
C  -0.694  0.892  1.450
C  -2.030  0.685  2.075
N  -3.070  0.485  2.516
C  0.181  -0.227  2.101
C  1.239  -0.766  1.257
N  2.012  -1.246  0.560
C  -0.919  0.702  -0.080
C  -0.168  1.660  -1.033
C  1.006  1.058  -1.846
C  0.897  1.437  -3.343
C  2.374  1.538  -1.334
C  3.576  1.115  -2.222
C  4.603  0.421  -1.359
C  4.773  -0.900  -1.238
C  5.564  -1.446  -0.060
C  4.217  -1.923  -2.191
H  2.410  1.862  3.512
H  1.858  3.503  3.661
H  0.741  2.194  4.069
H  1.173  3.496  1.546
H  1.669  1.862  1.296
H  0.570  0.071  3.072
H  -0.489  -1.067  2.291
H  -0.747  -0.333  -0.374
H  -1.980  0.871  -0.254
H  -0.907  1.944  -1.780
H  0.138  2.588  -0.555
H  0.996  -0.033  -1.788
H  1.554  2.274  -3.586
H  -0.114  1.729  -3.623
H  1.195  0.599  -3.970
H  2.336  2.632  -1.330
H  2.579  1.182  -0.328
H  4.038  2.008  -2.643
H  3.290  0.424  -3.008
H  5.236  1.060  -0.746
H  6.639  -1.314  -0.179
H  5.351  -2.509  0.041
H  5.210  -0.973  0.852
H  4.942  -2.137  -2.978
H  3.987  -2.845  -1.659
H  3.294  -1.611  -2.677
C  -5.312  -1.413  2.317
O  -6.654  -1.627  1.848
C  -6.735  -2.343  0.733
O  -5.810  -2.806  0.116
O  -8.024  -2.465  0.407
C  -8.257  -3.219  -0.783
H  -5.386  -0.817  3.219
H  -4.841  -2.369  2.548
H  -4.737  -0.876  1.579
H  -7.889  -4.237  -0.672
H  -7.785  -2.742  -1.640
H  -9.334  -3.238  -0.928

Values from the calculation:
**Molar mass**: 352.475 g/mol
**HOMO**: -8.46 eV
**Total charge**: 0
**E**: -31390.008 eV
**Lowest unoccupied orbital energy**: 0.5 eV

=====

What energy above the lowest of the compared OMol25 structures with the same formula, charge and spin values result from the calculations? In sequence: 17.2; 57.9; 68.7 kcal/mol.